[1]
{
  "formula": "CH5ClN2O",
  "method": "the ωB97M-V functional and the def2-TZVPD basis",
  "smiles": "NC=O.NCl",
  "e_above_lowest_ev": 0.074,
  "species": ["H", "O", "N", "C", "H", "H", "Cl", "N", "H", "H"],
  "xyz": [[0.254, 0.551, -0.631], [2.329, 0.384, 0.404], [-2.244, 0.858, 0.800], [1.889, -0.473, -0.252], [0.298, -1.072, -1.397], [-3.080, 0.431, 1.204], [-0.757, 0.430, 1.626], [0.815, -0.270, -0.970], [-2.074, 0.454, -0.150], [2.570, -1.295, -0.635]],
  "atomic_forces_ev_per_a": [[0.766, -1.313, -0.682], [1.857, 2.815, 3.713], [0.651, -0.111, -1.425], [2.318, -2.207, -2.944], [0.776, 1.238, 0.604], [0.695, -0.306, 0.176], [-0.939, 0.071, 0.454], [-4.511, -0.355, -1.758], [-0.685, 0.417, 1.133], [-0.928, -0.248, 0.729]]
}

[2]
{
  "formula": "CH5ClNP",
  "method": "the ωB97M-V functional and the def2-TZVPD basis",
  "smiles": "[H]/N=P/C.Cl",
  "e_above_lowest_ev": 2.019,
  "species": ["Cl", "N", "H", "C", "P", "H", "H", "H", "H"],
  "xyz": [[3.628, -1.138, 0.387], [-2.080, 1.359, -0.685], [-0.763, -0.964, -0.916], [-0.323, -0.559, 0.030], [-1.108, 1.144, 0.507], [-2.374, 2.284, -0.767], [-0.366, -1.401, 0.786], [2.684, -0.488, 0.881], [0.701, -0.237, -0.222]],
  "atomic_forces_ev_per_a": [[0.825, -0.553, -0.424], [0.911, -1.746, -0.322], [0.143, 0.603, 0.755], [-0.934, -0.055, 0.024], [0.684, -1.585, -0.286], [-1.099, 1.991, 0.074], [0.341, 1.254, -0.571], [-0.789, 0.537, 0.452], [-0.082, -0.446, 0.298]]
}

[3]
{
  "formula": "CH5ClO2SSi",
  "method": "the ωB97M-V functional and the def2-TZVPD basis",
  "smiles": "C[SiH2]S(=O)(=O)Cl",
  "e_above_lowest_ev": 2.327,
  "species": ["H", "H", "O", "H", "C", "O", "Si", "H", "Cl", "S", "H"],
  "xyz": [[2.444, -0.572, -0.805], [0.956, -0.594, -1.496], [-1.326, 0.774, -1.451], [0.728, 2.132, 0.912], [1.385, -0.681, -0.533], [-2.554, 1.251, 0.636], [0.617, 0.571, 0.656], [1.196, -1.622, -0.093], [-2.035, -1.608, 0.344], [-1.512, 0.464, -0.026], [0.101, -0.114, 1.855]],
  "atomic_forces_ev_per_a": [[-0.020, 0.022, 0.777], [-1.119, 0.039, -0.842], [-0.425, -1.114, 1.208], [0.269, -1.738, -0.605], [1.327, 1.827, 0.168], [1.488, -1.395, -0.272], [-1.017, 0.340, 0.632], [-0.169, -1.109, 0.356], [0.289, 0.808, -0.369], [-1.546, 2.221, -1.581], [0.922, 0.100, 0.528]]
}

[4]
{
  "formula": "CH5CsO2",
  "method": "the ωB97M-V functional and the def2-TZVPD basis",
  "e_above_lowest_ev": 0.241,
  "species": ["H", "Cs", "O", "H", "H", "H", "O", "H", "C"],
  "xyz": [[0.232, 2.597, -0.196], [1.924, -1.269, -2.172], [0.596, 0.618, 0.349], [-0.212, -1.689, 0.008], [-0.526, -3.264, 0.286], [-0.144, 2.197, 1.491], [-0.515, -2.608, -0.414], [-1.213, 1.638, 0.188], [-0.143, 1.781, 0.460]],
  "atomic_forces_ev_per_a": [[-0.071, 0.019, 0.066], [-0.522, 0.495, 0.779], [0.241, -0.851, -0.749], [-1.075, -2.190, -0.691], [0.050, 0.196, 0.259], [0.000, -0.041, -0.126], [1.230, 2.679, 0.516], [0.077, 0.142, 0.052], [0.071, -0.448, -0.106]]
}

[5]
{
  "formula": "CH5HgO2",
  "method": "the ωB97M-V functional and the def2-TZVPD basis",
  "e_above_lowest_ev": 0.114,
  "multiplicity": 2,
  "s_squared": 0.76,
  "species": ["H", "O", "H", "H", "C", "H", "Hg", "H", "O"],
  "xyz": [[-2.192, -0.657, 0.071], [-0.256, -0.263, -0.463], [-1.392, 0.588, 1.064], [-1.921, 0.973, -0.601], [-1.487, 0.187, 0.040], [0.670, 0.302, -0.181], [1.404, -1.864, 0.142], [2.820, 0.664, -0.328], [2.354, 0.070, 0.257]],
  "atomic_forces_ev_per_a": [[0.280, 0.204, -0.066], [2.858, 1.416, 0.287], [-0.057, -0.125, -0.316], [0.175, -0.225, 0.154], [-0.482, 0.508, 0.561], [-2.566, -1.136, -0.571], [0.585, -0.757, -0.074], [0.275, -0.289, -0.548], [-1.067, 0.404, 0.572]]
}

[6]
{
  "formula": "CH5IN2S",
  "method": "the ωB97M-V functional and the def2-TZVPD basis",
  "e_above_lowest_ev": 0.833,
  "species": ["H", "N", "H", "H", "N", "S", "H", "H", "I", "C"],
  "xyz": [[-0.536, -1.982, -0.600], [-0.251, -0.079, 0.164], [0.161, -2.087, 1.018], [1.096, -1.608, -0.292], [-0.336, 2.347, -0.254], [0.776, 1.068, 0.025], [0.114, 3.276, -0.543], [-1.210, 2.317, 0.338], [1.556, 1.263, 2.508], [0.068, -1.465, 0.068]],
  "atomic_forces_ev_per_a": [[-1.518, -0.657, -1.098], [-0.230, 1.235, -0.455], [-0.803, 1.226, -0.539], [0.018, -0.010, -0.369], [1.141, 0.348, 0.211], [-2.737, -0.214, 0.170], [-1.059, -1.917, 1.099], [1.581, 0.215, -0.843], [0.241, 0.368, 0.063], [3.366, -0.594, 1.762]]
}